Entry from OMol25: a molecular structure, C21H33IrN6SbSe2Te2 (the ωB97M-V functional and the def2-TZVPD basis).

Output
E_LUMO (spin up / spin down), eV: -6.3 / -8.3
Spin multiplicity: 6
Total charge: +2
Energy relative to the best compared isomer or geometry (same formula, charge and spin), kcal/mol: 11.4
<S²>: 8.778

```
66
Properties=species:S:1:pos:R:3:mulliken_charge:R:1
Ir -1.117 0.638 0.369 2.2462
Se -2.246 -0.819 2.307 -0.1616
Te -4.626 -1.289 2.137 0.1913
Te -5.334 -0.348 -0.351 0.1871
Se -3.259 0.461 -1.323 -0.1841
N 1.713 3.101 -2.160 0.0617
C 0.491 2.556 -2.076 -0.4525
N 0.409 1.848 -0.969 -0.3314
C 1.640 1.997 -0.387 0.2524
N 2.436 2.757 -1.103 -0.6700
C 1.964 1.384 0.885 0.0475
C 3.229 1.493 1.478 -0.4228
N 3.476 0.955 2.651 -0.5208
C 2.507 0.301 3.264 -0.6350
C 1.253 0.149 2.675 -0.3312
N 0.988 0.692 1.494 0.2301
H 2.116 3.696 -2.873 0.1887
H -0.291 2.679 -2.795 0.5659
H 4.040 2.012 0.990 0.5226
H 2.741 -0.116 4.232 0.4651
H 0.454 -0.405 3.151 0.2899
C 2.621 -3.442 -2.207 -1.3772
C 2.349 -2.127 -1.512 0.2982
C 3.172 -1.976 -0.250 -1.0580
Sb 0.173 -1.861 -0.998 0.2124
C -0.918 -1.855 -2.966 0.3588
C -0.576 -2.996 -3.899 -1.4857
C -0.668 -0.510 -3.619 -0.8885
C -0.528 -3.674 0.142 0.2526
C -0.246 -4.988 -0.553 -1.2757
C 0.070 -3.647 1.533 -1.1878
H 3.637 -3.433 -2.602 0.4707
H 1.947 -3.617 -3.041 0.2371
H 2.549 -4.275 -1.513 0.2632
H 2.538 -1.292 -2.187 0.5344
H 2.980 -2.794 0.442 0.2731
H 2.966 -1.033 0.254 0.1021
H 4.232 -2.001 -0.500 0.5084
H -1.964 -1.919 -2.652 0.4072
H 0.415 -2.865 -4.326 0.3586
H -1.285 -3.003 -4.728 0.4592
H -0.634 -3.967 -3.412 0.2305
H 0.386 -0.386 -3.864 0.3360
H -0.988 0.299 -2.959 -0.3069
H -1.238 -0.444 -4.543 0.5117
H -1.604 -3.491 0.192 0.4189
H 0.812 -5.229 -0.510 0.2344
H -0.574 -4.992 -1.590 0.2214
H -0.781 -5.783 -0.034 0.4673
H 1.131 -3.880 1.500 0.2888
H -0.415 -4.401 2.150 0.4679
H -0.071 -2.675 2.011 0.0841
C -2.871 6.312 3.353 -1.3485
C -2.453 5.043 2.702 0.9513
C -3.367 4.063 2.317 -0.9250
C -2.915 2.906 1.711 0.1003
N -1.629 2.665 1.465 -0.0819
C -0.744 3.592 1.834 -0.0014
C -1.108 4.773 2.445 -0.9676
H -3.949 6.373 3.473 0.3592
H -2.537 7.165 2.763 0.3539
H -2.402 6.404 4.332 0.3513
H -4.422 4.208 2.489 0.3819
H -3.620 2.141 1.410 -0.0006
H 0.296 3.380 1.633 0.3854
H -0.350 5.490 2.721 0.4855
```